This record from OMol25 describes a structure of composition C47H46N7O3PRbS4 in a non-equilibrium geometry. The level of theory is ωB97M-V/def2-TZVPD.

* E_tot: -4385.9218 a.u.
* max |F|: 2.1 eV Å⁻¹
* total charge: -1
* relative energy (zero: lowest compared OMol25 entry of this formula, charge and spin): 77.98 kcal/mol
* HOMO (spin up / spin down): -4.4228 / -2.9965 eV

```
109
Properties=species:S:1:pos:R:3:forces:R:3:mulliken_charge:R:1
Rb -0.354559 -1.965775 0.758908 -1.1 1.7 0.2 0.974
N 1.128247 -2.823479 -1.754497 0.0 0.0 -0.2 0.302
C 1.838425 -2.242933 -2.789389 -0.1 0.0 0.1 -0.437
C 2.222000 -3.013509 -3.894257 0.0 0.0 0.0 -0.711
C 2.884620 -2.432107 -4.958713 0.0 0.0 0.0 -0.614
C 3.185792 -1.073386 -4.950998 -0.1 0.0 0.1 -0.857
C 2.805230 -0.306487 -3.858467 0.0 0.0 0.0 -0.090
C 2.133229 -0.862843 -2.772403 0.0 -0.1 0.2 0.454
P 1.556029 0.099496 -1.310602 0.3 0.2 -0.4 0.499
C 1.457921 1.790148 -2.035803 -0.1 -0.1 -0.2 0.578
C 0.353325 2.052789 -2.851257 0.1 0.0 -0.1 -0.340
C 0.174133 3.300182 -3.428667 0.1 0.0 0.0 -0.630
C 1.095692 4.313980 -3.190517 0.0 -0.1 0.0 -0.720
C 2.186954 4.070716 -2.368443 0.1 -0.1 0.0 -0.955
C 2.366750 2.815534 -1.790123 0.1 0.0 -0.2 -0.224
C 3.071050 0.241413 -0.281825 0.0 0.1 0.0 2.222
C 2.884649 0.742271 1.007751 0.0 0.0 0.2 -0.099
C 3.961420 0.903360 1.868270 0.0 -0.1 -0.1 -1.035
C 5.236671 0.533509 1.457922 0.0 0.0 -0.1 -0.779
C 5.429589 0.021907 0.180004 0.0 0.0 0.0 -0.913
C 4.353586 -0.111657 -0.691739 0.0 0.0 0.0 -1.011
H 1.309779 -2.441314 -0.845721 0.5 0.0 -0.1 -0.545
H 1.075240 -3.836353 -1.679614 0.1 -0.1 -0.1 0.289
H 1.989491 -4.073989 -3.899295 0.0 0.1 0.0 0.487
H 3.171956 -3.045515 -5.805519 0.0 0.0 0.0 0.372
H 3.700577 -0.617038 -5.786691 0.0 0.0 0.0 0.420
H 3.025230 0.754665 -3.855381 0.0 0.0 0.0 0.438
H -0.381050 1.271791 -3.026344 0.0 0.0 0.0 0.322
H -0.695047 3.485161 -4.048911 0.1 0.0 0.0 0.595
H 0.957159 5.291432 -3.638002 0.0 0.0 0.0 0.381
H 2.907723 4.857687 -2.175980 0.0 0.0 0.0 0.383
H 3.225129 2.636205 -1.152810 0.0 0.0 0.0 0.445
H 1.878799 0.984506 1.343451 0.2 -0.3 0.0 0.212
H 3.798564 1.280833 2.871084 0.0 0.0 0.0 0.435
H 6.076692 0.634775 2.135224 0.0 0.0 0.0 0.337
H 6.421656 -0.277257 -0.140530 0.0 0.0 0.0 0.364
H 4.512190 -0.514303 -1.685939 0.0 0.0 0.0 0.437
O 0.705341 -5.402856 -0.569425 0.2 0.2 0.0 -0.915
C 0.291255 -5.133484 0.572633 0.2 -0.2 0.1 0.638
O 0.643929 -4.126481 1.275764 0.1 -1.7 0.0 -0.528
C -0.718367 -6.066015 1.188917 0.1 0.1 0.0 -0.345
C -1.039431 -7.264846 0.559543 -0.1 0.0 0.0 -0.332
C -1.970990 -8.129640 1.108137 0.0 0.1 0.0 -0.631
C -2.596417 -7.781999 2.303246 0.0 0.0 0.0 -0.471
C -2.282087 -6.594783 2.941535 0.0 0.0 0.0 -0.604
C -1.334129 -5.722117 2.390792 -0.1 0.0 0.2 0.707
S -0.956695 -4.229672 3.226389 0.2 -0.1 -0.2 -0.225
H -0.538777 -7.485362 -0.374106 0.0 0.0 0.0 0.454
H -2.211072 -9.062021 0.613889 0.0 0.0 0.0 0.376
H -3.335876 -8.441154 2.743271 0.0 0.0 0.0 0.355
H -2.770745 -6.329620 3.871584 0.0 0.0 0.0 0.393
C -0.932635 -0.057358 3.943831 0.2 -0.1 0.0 -0.471
C 0.480752 -0.502948 4.152752 0.2 -0.1 -0.1 0.036
N 1.214015 -1.129534 3.275628 -0.1 0.0 0.2 0.607
C 2.449820 -1.478408 3.790631 -0.2 0.0 -0.4 -0.416
C 2.669080 -1.067748 5.065613 0.1 0.0 0.2 -0.572
S 1.286779 -0.262524 5.664827 -0.1 0.1 0.0 -0.316
C 3.391150 -2.283571 2.983183 -0.4 0.1 -0.2 -0.026
C 4.481039 -2.918443 3.485712 0.2 0.0 0.1 -0.438
S 5.235529 -3.830749 2.258972 0.0 -0.1 -0.1 -0.318
C 4.026866 -3.312352 1.130670 0.0 0.1 0.1 0.222
N 3.150366 -2.507174 1.641778 0.0 0.0 0.1 0.515
C 4.043597 -3.800509 -0.283930 -0.1 0.1 0.1 -0.432
H -1.590242 -0.922899 3.834026 0.0 0.0 0.0 0.192
H -1.019647 0.539313 3.038080 0.0 0.0 -0.1 -0.176
H -1.289605 0.538116 4.784183 0.0 0.0 0.0 0.439
H 3.553376 -1.200965 5.671807 -0.1 0.0 -0.1 0.428
H 4.849258 -2.922051 4.501075 -0.1 0.0 -0.1 0.425
H 4.891906 -4.461426 -0.459703 0.0 0.0 0.0 0.566
H 4.105694 -2.957434 -0.976442 0.0 0.0 0.0 -0.103
H 3.120787 -4.345570 -0.489470 0.0 0.0 0.0 -0.050
N -0.140294 3.631640 -0.292275 -0.2 -0.1 0.3 0.525
C -1.553909 3.367726 -0.233334 0.2 0.0 0.1 -0.274
C -1.540692 1.921691 0.251196 0.0 -0.1 0.3 -2.365
N -0.294921 1.788048 1.029278 -0.1 0.0 -0.1 0.298
C 0.432898 2.754147 0.613903 -0.3 0.4 0.1 -1.488
H 0.233079 4.551662 -0.450932 0.0 0.0 0.1 0.439
H -2.058243 4.048900 0.453745 -0.1 0.1 0.0 0.143
H -1.419688 1.307620 -0.648756 0.0 0.0 0.0 0.375
H 1.464397 2.904760 0.925702 -0.2 0.1 -0.1 0.767
C -3.508351 5.652249 3.034108 0.0 0.0 0.0 -1.371
C -3.938494 4.288448 2.500663 0.0 0.0 0.0 0.143
C -2.871761 3.223255 2.764419 0.0 -0.2 -0.1 -0.844
N -3.073430 1.889892 2.213772 0.0 0.2 -0.3 0.007
C -2.913444 1.537396 0.818432 0.2 -0.1 -0.1 1.149
S -3.350061 -0.226550 0.625282 0.2 0.4 0.0 -0.555
N -3.830003 2.366503 -0.122554 0.1 0.0 0.1 -0.033
C -3.446800 2.813375 -1.368703 0.2 -0.2 0.2 0.081
O -2.219153 3.433157 -1.471097 -0.2 0.0 0.1 -0.302
C -4.223477 2.791124 -2.530824 -0.1 0.0 -0.2 1.190
C -5.474555 2.111280 -2.597350 0.0 0.0 -0.1 -0.794
C -6.220883 2.119254 -3.757210 0.0 0.0 0.0 -0.646
C -5.782303 2.790877 -4.903359 0.1 0.0 0.1 -0.594
C -4.554426 3.461399 -4.856352 -0.1 -0.1 0.0 -0.541
C -3.787915 3.470954 -3.710730 -0.1 -0.1 0.1 -0.583
H -4.266769 6.416445 2.852731 0.0 0.0 0.0 0.407
H -2.582256 5.980683 2.550033 -0.1 0.0 0.0 0.277
H -3.317995 5.618363 4.113054 0.0 0.0 -0.1 0.322
H -4.147178 4.341122 1.433151 0.0 0.0 -0.1 -0.030
H -4.869992 3.975561 2.983086 0.0 0.0 0.0 0.433
H -2.784824 3.098717 3.850489 0.0 0.0 0.0 0.561
H -1.896478 3.593545 2.439678 0.0 0.0 0.0 0.030
H -3.880297 1.410348 2.584567 0.0 -0.1 0.0 0.281
H -4.717346 1.888048 -0.148078 -0.1 0.0 -0.1 0.267
H -5.838836 1.545545 -1.747439 0.0 0.0 0.0 0.311
H -7.163174 1.581464 -3.778546 0.0 0.0 0.0 0.364
H -6.375306 2.782278 -5.810597 0.0 0.0 0.1 0.366
H -4.195095 3.983203 -5.737513 0.0 0.0 0.0 0.378
H -2.840688 3.995739 -3.691209 -0.1 0.0 0.0 0.338
```
Forces are in eV/Å.

This record from OMol25 describes a structure of composition C2H2CrO3 in a non-equilibrium geometry. The level of theory is ωB97M-V/def2-TZVPD.

* E_tot: -1346.5683 a.u.
* <S²>: 6.07
* max |F|: 3.2 eV Å⁻¹
* total charge: +2
* HOMO (spin up / spin down): -20.3465 / -20.3420 eV
* multiplicity: 5

```
8
Properties=species:S:1:pos:R:3:forces:R:3:mulliken_charge:R:1
H 1.093934 0.940335 1.325739 0.3 -0.3 -0.1 0.373
O 1.630552 0.337940 -0.668607 -0.7 -0.6 1.1 -0.041
O 0.318206 0.322544 -1.264472 -1.2 -1.1 0.4 -0.041
C 0.936261 0.109348 0.624842 -1.3 -1.2 0.9 0.186
C -0.334993 0.036765 -0.176467 0.6 2.8 -1.3 0.366
Cr -2.491929 0.365799 0.142048 0.7 -0.4 -0.4 1.203
O 0.941089 -1.215400 1.123741 1.4 0.8 -1.1 -0.413
H 0.318470 -1.299533 1.854694 0.2 0.0 0.5 0.365
```
Forces are in eV/Å.

This record from OMol25 describes a cluster of 3 separate species, C14H36N2O2P in total in a non-equilibrium geometry. The level of theory is ωB97M-V/def2-TZVPD.

* E_tot: -1155.9791 a.u.
* max |F|: 4.2 eV Å⁻¹
* total charge: +1
* HOMO: -12.9057 eV

```
55
Properties=species:S:1:pos:R:3:forces:R:3:mulliken_charge:R:1
N -6.401549 -0.407092 -3.422745 0.5 0.0 0.3 -0.610
C -5.245297 -1.275130 -3.148563 -0.6 0.2 -0.2 -0.332
C -4.005442 -0.404645 -2.803239 -0.5 -0.8 0.7 -0.853
P -3.566686 -0.390697 -1.017411 -0.7 0.1 0.2 0.472
O -4.824170 -0.728094 0.002926 3.6 -1.4 -1.5 -0.195
N -5.822654 0.290655 0.026954 -1.9 2.4 0.7 0.213
O -5.587248 1.084432 0.827139 -0.2 -0.5 -0.4 -0.135
H -7.248834 -0.861863 -3.116051 -0.2 0.0 -0.2 0.274
H -6.331862 0.446216 -2.885226 -0.2 0.1 0.0 0.198
H -5.027573 -1.833737 -4.059580 0.2 0.0 0.1 0.358
H -5.503285 -2.013013 -2.380029 0.4 0.0 0.1 0.269
H -4.218336 0.626155 -3.094767 0.3 0.0 -0.1 0.524
H -3.147352 -0.815512 -3.341196 0.2 0.4 0.2 0.409
H -2.502258 -1.274023 -0.701420 -0.6 0.2 0.0 0.207
H -3.097840 0.914085 -0.711380 -0.1 -0.5 0.1 0.188
C 2.102818 3.230008 3.269501 -0.1 0.0 0.1 -1.189
C 1.284899 1.980775 3.579115 0.1 0.0 -0.1 -0.566
C 0.910647 1.177082 2.334379 -0.1 -0.1 0.0 -0.440
C 0.026079 1.917630 1.329377 0.0 0.1 0.0 -0.313
C -1.302811 2.431251 1.886026 0.0 -0.1 -0.2 -0.572
C -2.217382 1.319734 2.386806 0.0 0.3 0.1 -0.969
H 1.545205 3.936037 2.651497 0.0 0.0 0.0 0.291
H 2.373648 3.744664 4.191684 0.0 0.0 0.0 0.388
H 3.025217 2.971535 2.745815 0.0 0.0 0.0 0.284
H 0.386755 2.257449 4.138696 0.0 0.0 0.0 0.256
H 1.869021 1.335351 4.239546 -0.1 0.0 0.0 0.383
H 0.416183 0.251392 2.645894 0.0 0.0 0.0 0.378
H 1.827731 0.867428 1.822694 0.0 0.0 0.0 0.218
H -0.179628 1.240768 0.488277 0.0 0.0 0.0 0.005
H 0.579032 2.759745 0.905939 0.0 0.0 0.0 0.397
H -1.819668 2.982491 1.092660 0.0 0.1 0.0 0.337
H -1.129176 3.150097 2.689338 0.0 0.0 0.0 0.334
H -2.433433 0.609497 1.581719 0.0 -0.2 0.0 0.095
H -3.165833 1.732374 2.733988 0.0 -0.1 0.0 0.354
H -1.774368 0.769630 3.216778 0.0 -0.1 -0.1 0.336
C 5.892475 -1.160502 -0.966519 -0.1 0.1 0.0 -1.355
C 4.613679 -0.913857 -0.173518 0.1 -0.1 0.1 -0.230
C 3.777156 -2.175835 0.038063 -0.1 0.1 0.0 -0.650
C 3.255149 -2.829825 -1.243234 0.0 0.0 0.0 -0.803
C 2.399742 -1.923977 -2.126867 0.0 -0.1 0.0 -0.490
C 1.126334 -1.445680 -1.440856 -0.1 0.1 0.0 -0.703
H 5.679628 -1.514847 -1.976413 0.0 0.0 0.0 0.302
H 6.467902 -0.238390 -1.056817 0.0 0.0 0.0 0.386
H 6.521344 -1.901480 -0.469734 0.0 0.0 0.0 0.321
H 4.017877 -0.139618 -0.667012 0.0 0.0 0.0 0.253
H 4.883081 -0.513141 0.807536 0.0 0.0 0.0 0.363
H 2.935407 -1.935774 0.695953 0.0 0.0 0.0 0.237
H 4.377297 -2.912662 0.579760 0.0 0.0 0.0 0.403
H 2.667639 -3.711511 -0.965989 0.0 0.0 0.0 0.368
H 4.095078 -3.204258 -1.833109 0.0 0.0 0.0 0.322
H 2.126611 -2.476683 -3.029822 0.0 0.0 0.0 0.379
H 2.979741 -1.060665 -2.462825 0.0 0.0 0.0 0.287
H 0.509616 -2.294911 -1.129365 0.0 0.0 0.0 0.331
H 0.533375 -0.829399 -2.124865 0.0 0.0 0.0 0.346
H 1.346319 -0.839662 -0.559507 0.0 0.0 0.0 -0.058
```
Forces are in eV/Å.

This record from OMol25 describes a cluster of 5 separate species, H10O5 in total in a non-equilibrium geometry. The level of theory is ωB97M-V/def2-TZVPD.

* SMILES: O.O.O.O.O
* E_tot: -382.1583 a.u.
* max |F|: 4.8 eV Å⁻¹
* relative energy (zero: lowest compared OMol25 entry of this formula, charge and spin): 41.34 kcal/mol
* HOMO: -10.9290 eV

```
15
Properties=species:S:1:pos:R:3:forces:R:3:mulliken_charge:R:1
O 0.610922 3.229375 1.841736 0.5 1.3 -3.5 -0.584
H 0.435700 3.376303 2.710214 -0.8 0.9 3.9 0.284
H 0.756650 2.316477 1.772783 0.2 -2.2 -0.5 0.322
O 0.264679 0.307193 0.834883 -0.5 -0.3 1.5 -0.712
H -0.727615 0.271978 0.920150 1.6 -0.3 -0.1 0.321
H 0.648904 -0.276101 1.544726 -1.0 0.7 -1.2 0.335
O -0.923850 -2.596117 0.694638 1.9 -0.6 -2.9 -0.672
H -0.112349 -3.210621 0.601247 -2.0 1.5 0.3 0.326
H -0.987368 -2.198188 -0.267355 0.1 -0.7 2.7 0.362
O -1.391989 -0.476231 -1.485126 3.3 -0.8 -3.4 -0.643
H -2.053610 -0.607060 -2.149033 -1.8 0.0 -0.1 0.287
H -0.610791 -0.608821 -2.237746 -1.8 0.7 3.7 0.353
O 1.316382 -0.246283 -1.588558 0.4 -1.4 -1.3 -0.634
H 1.160407 0.385067 -0.926065 -0.9 0.9 2.3 0.326
H 1.613928 0.333028 -2.266493 0.7 0.4 -1.4 0.327
```
Forces are in eV/Å.

This record from OMol25 describes the molecule C2H3NO2 in a non-equilibrium geometry. The level of theory is ωB97M-V/def2-TZVPD.

* E_tot: -283.0482 a.u.
* max |F|: 4.1 eV Å⁻¹
* relative energy (zero: lowest compared OMol25 entry of this formula, charge and spin): 131.65 kcal/mol
* HOMO (spin up / spin down): -9.7725 / -9.7763 eV

```
8
Properties=species:S:1:pos:R:3:forces:R:3:mulliken_charge:R:1
C 0.126157 -0.918998 0.109877 -2.4 3.2 -1.0 -0.277
C 0.510013 0.649919 -0.083147 0.5 1.1 0.6 -0.060
N -1.111104 -1.020540 0.019686 -1.1 1.2 -0.1 0.133
O -0.537123 1.403929 0.176763 -1.0 -1.0 0.3 -0.466
O -1.944355 -0.111853 -0.068269 1.7 -0.5 0.4 -0.277
H 0.769371 -1.667517 0.235177 2.5 -2.8 0.4 0.492
H 1.330583 0.737989 0.706135 -0.8 -0.1 -0.7 0.206
H 0.856456 0.927072 -1.096224 0.5 -1.0 0.1 0.250
```
Forces are in eV/Å.

The lowest E_tot belongs to which entry? C47H46N7O3PRbS4

Repeat the fourth record exactly.
This record from OMol25 describes a cluster of 5 separate species, H10O5 in total in a non-equilibrium geometry. The level of theory is ωB97M-V/def2-TZVPD.

* SMILES: O.O.O.O.O
* E_tot: -382.1583 a.u.
* max |F|: 4.8 eV Å⁻¹
* relative energy (zero: lowest compared OMol25 entry of this formula, charge and spin): 41.34 kcal/mol
* HOMO: -10.9290 eV

```
15
Properties=species:S:1:pos:R:3:forces:R:3:mulliken_charge:R:1
O 0.610922 3.229375 1.841736 0.5 1.3 -3.5 -0.584
H 0.435700 3.376303 2.710214 -0.8 0.9 3.9 0.284
H 0.756650 2.316477 1.772783 0.2 -2.2 -0.5 0.322
O 0.264679 0.307193 0.834883 -0.5 -0.3 1.5 -0.712
H -0.727615 0.271978 0.920150 1.6 -0.3 -0.1 0.321
H 0.648904 -0.276101 1.544726 -1.0 0.7 -1.2 0.335
O -0.923850 -2.596117 0.694638 1.9 -0.6 -2.9 -0.672
H -0.112349 -3.210621 0.601247 -2.0 1.5 0.3 0.326
H -0.987368 -2.198188 -0.267355 0.1 -0.7 2.7 0.362
O -1.391989 -0.476231 -1.485126 3.3 -0.8 -3.4 -0.643
H -2.053610 -0.607060 -2.149033 -1.8 0.0 -0.1 0.287
H -0.610791 -0.608821 -2.237746 -1.8 0.7 3.7 0.353
O 1.316382 -0.246283 -1.588558 0.4 -1.4 -1.3 -0.634
H 1.160407 0.385067 -0.926065 -0.9 0.9 2.3 0.326
H 1.613928 0.333028 -2.266493 0.7 0.4 -1.4 0.327
```
Forces are in eV/Å.

Look up the E_tot of the third one. -1155.9791 a.u.

Look up the E_tot of the third one. -1155.9791 a.u.